No. 1
{
  "formula": "C21H23Cl3F3IN2O10S3Sr",
  "method": "ωB97M-V/def2-TZVPD",
  "total_charge": -2,
  "molar_mass_g_mol": 937.50,
  "max_force_ha_per_bohr": 0.1625,
  "energy_ha": -4879.21103,
  "orbital_gap_ev": 5.117,
  "de_lowest_ev": 4.906,
  "e_homo_ha": -0.0444,
  "species": ["Sr", "C", "C", "C", "C", "C", "C", "C", "C", "C", "C", "H", "H", "H", "H", "H", "H", "H", "H", "H", "H", "H", "H", "H", "H", "H", "O", "S", "O", "O", "C", "C", "C", "C", "C", "C", "S", "O", "O", "O", "H", "H", "H", "H", "Cl", "C", "Cl", "Cl", "C", "N", "N", "C", "O", "C", "I", "H", "H", "H", "H", "F", "C", "F", "F", "S", "O", "O", "O"],
  "positions_angstrom": [[-0.247, 0.032, 0.191], [2.856, -1.696, 3.067], [1.828, -2.438, 2.477], [2.034, -2.444, 1.074], [3.194, -1.697, 0.805], [3.641, -1.113, 2.031], [4.983, -0.462, 2.257], [3.692, -1.308, -0.567], [1.229, -3.226, 0.066], [0.676, -3.064, 3.216], [2.952, -1.329, 4.525], [5.312, 0.044, 1.345], [5.750, -1.181, 2.569], [4.884, 0.321, 3.017], [2.851, -1.098, -1.235], [4.312, -2.085, -1.032], [4.284, -0.392, -0.504], [0.184, -3.298, 0.362], [1.613, -4.247, -0.052], [1.253, -2.745, -0.916], [-0.203, -3.142, 2.577], [0.396, -2.443, 4.072], [0.911, -4.069, 3.590], [2.052, -0.779, 4.832], [3.803, -0.665, 4.697], [3.059, -2.209, 5.169], [-2.191, -0.965, -2.785], [-1.269, -0.032, -2.210], [-1.771, 0.857, -1.103], [0.097, -0.529, -1.942], [-0.908, 1.107, -3.538], [-1.265, 0.737, -4.826], [-0.861, 1.506, -5.908], [-0.091, 2.638, -5.704], [0.263, 3.021, -4.417], [-0.131, 2.257, -3.327], [0.297, 2.904, -1.703], [1.344, 3.872, -1.961], [0.773, 1.808, -0.849], [-0.921, 3.534, -1.216], [-1.868, -0.151, -4.952], [-1.147, 1.214, -6.912], [0.247, 3.223, -6.551], [0.864, 3.899, -4.225], [-4.478, 1.043, -2.902], [-5.560, 1.077, -1.528], [-6.520, -0.409, -1.427], [-6.708, 2.453, -1.727], [-4.844, 1.329, -0.270], [-4.551, 1.855, 0.705], [-1.580, 2.746, 1.552], [-0.524, 2.365, 2.323], [-0.642, 1.610, 3.279], [0.833, 2.941, 2.007], [2.064, 1.078, 1.896], [-2.384, 2.133, 1.589], [-1.402, 3.142, 0.631], [1.212, 3.503, 2.853], [0.907, 3.469, 1.062], [-2.603, -2.971, 2.102], [-3.429, -2.410, 1.213], [-4.520, -2.006, 1.880], [-3.823, -3.390, 0.379], [-2.651, -1.034, 0.255], [-2.211, -0.176, 1.363], [-3.842, -0.698, -0.471], [-1.503, -1.818, -0.269]],
  "forces_ev_per_angstrom": [[6.2613, 0.2934, 5.5227], [-0.3836, 0.4121, 0.1184], [0.1521, -0.0583, 0.2835], [0.1952, -0.0806, -0.2109], [-0.5292, 0.8142, -0.2764], [0.6513, -1.3454, 0.0300], [-0.5090, 0.2645, -0.1876], [-0.0955, -0.1789, 0.3144], [0.2478, 0.1728, 0.1551], [0.2075, 0.1165, -0.0579], [-0.1520, -0.0005, -0.3257], [0.1386, -0.0716, 0.0575], [0.0409, 0.0945, -0.0012], [0.2396, -0.0625, 0.0590], [0.0940, -0.0400, -0.1118], [-0.0054, 0.0580, -0.0606], [0.0222, -0.0347, -0.0843], [-0.0297, -0.1273, -0.0268], [-0.0335, -0.0092, -0.0564], [-0.0376, -0.0856, -0.0368], [-0.0308, -0.0818, 0.0096], [-0.0327, -0.0833, 0.0249], [-0.0696, 0.0009, 0.0238], [0.0524, -0.0586, 0.1353], [-0.0001, -0.0790, 0.0726], [-0.0125, 0.0722, 0.0504], [-0.1489, -0.1723, 0.2535], [0.3846, 1.4276, -3.7846], [-1.2783, -0.7774, -2.6377], [-0.9743, -0.5766, -1.2662], [0.3332, 0.4294, 0.1204], [-0.1113, 0.1201, 0.1201], [-0.0286, -0.0019, -0.0300], [0.0123, 0.0090, -0.0562], [0.0406, -0.1363, 0.0946], [-0.3548, -0.2656, 0.0225], [0.5718, 1.1936, 0.3731], [0.1578, -0.1369, -0.2776], [0.1277, 1.2250, -1.0756], [-0.1559, -0.2263, -0.0344], [0.0373, -0.0485, -0.0410], [0.0167, -0.0129, 0.0029], [-0.0365, 0.0334, 0.0212], [-0.0016, -0.0018, -0.0329], [-0.1189, 0.0349, -0.0507], [-0.0979, 0.0239, -0.0862], [-0.0427, 0.0104, -0.0397], [0.0459, -0.0524, 0.0062], [-0.6792, 0.8529, -0.1049], [0.1962, -0.0229, 0.2466], [0.3035, -0.3522, -0.4248], [-0.0808, 0.6506, 0.5607], [-0.4240, 0.0077, 0.0788], [-0.0332, -0.8976, -0.2623], [1.1935, 1.2493, 0.8718], [-0.1239, 0.1185, 0.2142], [0.0743, 0.0958, 0.0541], [0.0468, -0.0195, -0.0024], [0.0098, 0.1002, 0.0547], [0.1372, 0.0753, 0.1115], [-0.0156, -0.3678, 0.0742], [-0.0609, 0.1816, 0.0696], [-0.0440, -0.0344, -0.1324], [-2.5079, -4.1350, 3.5542], [-1.2921, 0.1665, -0.4999], [0.7533, -0.0004, -0.9443], [-2.2128, 0.3313, -0.5417]],
  "mulliken_charge": [1.365, 0.347, 0.899, 0.846, -0.133, 0.081, -1.432, -1.555, -0.694, -1.330, -1.694, 0.365, 0.253, 0.368, 0.138, 0.314, 0.304, 0.053, 0.341, 0.223, 0.078, 0.318, 0.316, 0.263, 0.342, 0.345, -0.622, 0.856, -0.088, -0.452, 0.514, -0.678, -0.686, -0.528, -0.762, -1.019, 1.732, -0.852, -0.639, -0.855, 0.569, 0.376, 0.366, 0.534, -0.057, 0.765, -0.142, -0.173, -0.062, -0.511, -0.189, 0.123, -0.609, -0.555, 0.056, 0.312, 0.430, 0.539, 0.245, -0.198, 0.401, -0.242, -0.249, 0.614, -0.571, -0.214, -0.203]
}



No. 2
{
  "formula": "C3H10ClILuO4P2S",
  "method": "ωB97M-V/def2-TZVPD",
  "total_charge": 3,
  "molar_mass_g_mol": 541.45,
  "max_force_ha_per_bohr": 0.1657,
  "energy_ha": -3494.09685,
  "orbital_gap_ev": 2.498,
  "e_homo_ha": -0.6612,
  "species": ["O", "S", "O", "O", "C", "C", "C", "P", "I", "P", "O", "Cl", "H", "H", "H", "H", "H", "H", "H", "H", "H", "H", "Lu"],
  "positions_angstrom": [[2.866, 1.091, 1.142], [2.809, -0.076, 0.117], [4.172, -0.843, 0.260], [2.648, 0.641, -1.456], [1.305, -1.214, 0.366], [0.126, -0.536, 1.282], [-1.412, -0.885, 0.786], [-2.000, 0.088, -0.742], [-2.295, -2.070, -1.974], [-1.969, 2.023, 0.256], [-0.377, 2.695, -0.160], [-2.069, 1.882, 2.371], [2.903, 1.612, -1.396], [0.876, -1.464, -0.703], [1.745, -2.218, 0.794], [0.245, -1.002, 2.374], [0.310, 0.615, 1.386], [-1.379, -2.032, 0.458], [-2.205, -0.863, 1.678], [-1.006, 0.526, -1.722], [-3.413, 0.337, -1.053], [0.233, 2.658, 0.633], [-2.113, -0.965, -4.696]],
  "forces_ev_per_angstrom": [[-2.1474, -3.5172, -3.7028], [7.3846, 2.4229, 3.4937], [-6.4159, 2.0080, -1.6731], [-0.4474, -0.5919, 2.1852], [-1.0993, -0.7046, -1.0750], [0.6150, 0.1204, 0.8832], [0.8718, -3.2698, 1.2622], [0.1830, 0.4327, 1.3181], [-0.2717, -1.9262, -2.9991], [3.1024, 4.8871, 2.1759], [-2.8925, -2.1611, 1.9590], [0.2311, -0.0264, -2.5046], [-0.0937, -1.4207, 0.4020], [1.0610, 0.5157, 1.8975], [-0.7413, 2.2026, -0.6662], [-0.5366, 1.1328, -2.3551], [-0.2527, -2.3042, -0.1471], [-0.0669, 2.4642, 0.9699], [1.5891, 0.4758, -2.1081], [-0.7974, -0.1482, 0.6148], [1.2527, -0.3303, 0.1988], [-0.4551, 0.3109, -0.8879], [-0.0726, -0.5724, 0.7589]],
  "mulliken_charge": [-0.564, 1.141, -0.518, -0.523, -0.626, -0.276, -0.973, 0.319, 0.243, 0.420, -0.421, -0.023, 0.398, 0.227, 0.427, 0.409, 0.180, 0.494, 0.395, 0.116, 0.360, 0.409, 1.387]
}



No. 3
{
  "formula": "C11H42Na4O12",
  "method": "ωB97M-V/def2-TZVPD",
  "total_charge": 2,
  "molar_mass_g_mol": 458.40,
  "max_force_ha_per_bohr": 0.0465,
  "energy_ha": -1995.86486,
  "orbital_gap_ev": 5.302,
  "e_homo_ha": -0.5050,
  "species": ["Na", "Na", "Na", "Na", "O", "C", "C", "O", "H", "H", "H", "H", "O", "H", "H", "O", "H", "H", "O", "H", "H", "O", "H", "H", "O", "H", "H", "O", "H", "H", "O", "H", "H", "C", "C", "C", "O", "H", "H", "H", "H", "H", "H", "H", "H", "C", "C", "C", "O", "H", "H", "H", "H", "H", "H", "H", "H", "C", "C", "C", "O", "H", "H", "H", "H", "H", "H", "H", "H"],
  "positions_angstrom": [[-1.190, -4.141, 1.910], [-0.583, -1.706, 4.279], [-2.449, 1.547, 4.401], [1.084, 1.180, 4.341], [0.608, -2.452, 2.105], [0.198, -1.393, 1.236], [-0.017, 0.046, 1.751], [-0.926, 0.371, 2.794], [-0.741, -1.713, 0.758], [0.949, -1.254, 0.452], [-0.331, 0.640, 0.879], [0.979, 0.474, 1.968], [2.718, -1.244, 3.795], [2.114, -1.724, 3.182], [2.261, -1.243, 4.646], [0.579, -4.172, -1.407], [0.068, -4.854, -0.961], [0.150, -3.339, -1.171], [-1.912, -2.639, -1.499], [-2.367, -1.847, -1.180], [-2.624, -3.233, -1.771], [-3.295, -1.093, 1.981], [-3.100, -1.932, 2.408], [-2.491, -0.544, 2.116], [3.264, -2.700, 0.674], [3.530, -3.544, 0.286], [2.436, -2.892, 1.141], [1.725, -4.776, 3.457], [1.479, -4.105, 2.796], [0.894, -5.101, 3.819], [3.803, 0.797, 2.036], [3.354, 1.645, 1.954], [3.933, 0.502, 1.107], [-0.619, 3.874, 0.263], [-2.098, 3.990, 0.586], [-2.959, 4.438, -0.577], [-2.669, 2.749, 1.051], [-0.050, 3.818, 1.195], [-0.283, 4.784, -0.238], [-0.402, 3.084, -0.460], [-2.211, 4.691, 1.424], [-2.750, 3.789, -1.429], [-2.848, 5.480, -0.872], [-4.011, 4.277, -0.336], [-1.926, 2.171, 1.273], [2.869, 1.400, -2.073], [2.614, 0.024, -1.462], [2.445, -1.105, -2.466], [3.666, -0.280, -0.544], [3.705, 1.317, -2.773], [3.213, 2.137, -1.350], [1.999, 1.691, -2.659], [1.650, -0.010, -0.923], [1.668, -0.849, -3.185], [2.204, -2.054, -1.979], [3.368, -1.377, -2.986], [3.368, -1.096, -0.063], [-2.831, 0.289, -1.952], [-2.173, 1.205, -2.949], [-0.692, 0.852, -3.115], [-2.741, 1.033, -4.248], [-2.201, 0.276, -1.047], [-2.839, -0.701, -2.407], [-3.780, 0.632, -1.536], [-2.257, 2.262, -2.676], [-0.540, -0.225, -3.242], [-0.165, 1.103, -2.192], [-0.254, 1.252, -4.027], [-3.573, 1.514, -4.308]],
  "forces_ev_per_angstrom": [[0.7191, 0.2289, -0.6622], [0.4823, -0.0536, -1.0105], [-0.2335, 0.0290, -1.0967], [0.6720, -0.1370, -0.9922], [-1.1369, 0.5023, 1.2398], [-0.4653, -0.4955, 0.1674], [0.7509, 0.8606, -0.2507], [-0.2324, -0.7906, 2.2458], [-0.0213, 0.2459, -0.3031], [-0.0962, -0.0928, -0.1110], [0.0393, -0.3412, -0.2473], [0.1208, -0.2785, 0.0931], [-1.1363, 0.5760, 0.2371], [0.2203, 0.0307, -0.0028], [0.4769, -0.6546, 0.1749], [0.1757, 0.0904, 0.5259], [0.0119, -0.0988, -0.2755], [-0.1455, -0.0957, -0.3438], [-0.1851, -0.2939, 0.7166], [0.1058, -0.1050, -0.1288], [0.1429, 0.0592, -0.2052], [0.3733, 0.1576, 0.2493], [-0.2286, 0.0227, -0.0219], [-0.0644, -0.0799, -0.0606], [-0.3989, -0.3372, 0.2889], [0.0826, 0.2012, -0.0872], [0.0609, 0.0735, -0.0936], [-0.5064, 0.2422, -0.1782], [0.1829, 0.0631, 0.1566], [0.2406, -0.2170, 0.1191], [-0.3953, 0.1906, 0.0967], [0.3347, 0.1109, -0.2974], [-0.0980, 0.0950, 0.0757], [-0.2178, 0.5027, -0.1999], [-0.4414, 0.6435, 0.1497], [-0.2427, -0.4060, -0.1600], [0.6108, -0.5346, 0.3911], [0.2307, -0.4111, -0.1607], [-0.0772, 0.1010, 0.1304], [-0.0006, -0.2877, 0.3087], [0.0491, 0.1376, -0.2141], [0.0465, 0.1748, -0.0939], [0.2823, -0.0200, 0.1160], [0.0123, 0.0797, 0.1245], [-0.1698, -0.0776, -0.0975], [0.5015, -0.9120, -0.4119], [-0.0689, -0.2304, 0.1480], [0.4967, -0.3686, -0.3102], [-0.6411, -0.4106, 0.5351], [-0.0467, -0.1014, -0.0672], [-0.5128, 0.0648, 0.2045], [0.0059, 0.3828, 0.1779], [0.0919, 0.6484, 0.1698], [0.0399, -0.1496, -0.0901], [-0.4079, 0.1963, 0.2223], [0.0487, 0.5836, -0.1737], [0.7822, 0.3790, -0.5704], [0.4009, 0.2999, 1.0604], [0.5172, 0.1338, -1.1935], [-0.2423, -0.6779, 0.2527], [-0.1834, 0.0474, 0.0823], [0.1663, -0.2120, -0.0865], [-0.4505, 0.2043, -0.0031], [-0.2926, -0.1510, -0.6312], [0.0123, -0.1041, 0.1802], [-0.4214, -0.1002, 0.1347], [0.2685, 0.3073, -0.2229], [-0.0009, 0.6258, 0.2759], [0.0053, -0.0658, 0.0045]],
  "mulliken_charge": [0.894, 0.937, 0.973, 0.909, -0.947, 1.510, 0.468, -0.925, -0.268, -0.919, -0.500, -0.039, -0.544, 0.373, 0.199, -0.526, 0.262, 0.171, -0.478, 0.288, 0.277, -0.595, 0.225, 0.299, -0.608, 0.279, 0.220, -0.586, 0.315, 0.284, -0.613, 0.258, 0.431, -1.053, 0.698, -1.076, -0.565, 0.295, 0.465, 0.052, 0.178, 0.065, 0.417, 0.361, 0.222, -1.325, 2.060, -1.175, -0.751, 0.364, 0.371, 0.280, -1.009, 0.289, 0.163, 0.392, 0.418, -0.390, 0.787, -0.923, -0.593, -0.428, 0.424, 0.409, -0.376, 0.248, -0.159, 0.492, 0.349]
}